ORCA calculation (the ωB97M-V functional and the def2-TZVPD basis) on a molecular structure, C6H4N3O4P in a non-equilibrium geometry.

XYZ file:
```
18
Properties=species:S:1:pos:R:3:forces:R:3
C 0.9151 2.0470 0.7880 0.10 -0.09 -0.02
C 1.8814 1.1189 0.4492 0.62 0.25 -0.04
C -0.4741 1.8571 0.6734 -0.49 -0.06 -0.15
C 1.5483 -0.1743 0.0976 -6.77 -0.85 0.77
C -1.0465 0.6571 0.3030 1.04 0.16 0.65
C -0.3339 -0.5276 0.2577 5.18 0.44 -1.42
N -1.1222 -3.3164 -0.7843 -0.05 0.45 -0.10
N 2.0800 -1.2498 -0.4124 0.12 -0.18 -0.02
N -2.4131 0.5151 -0.0825 -0.68 0.16 -0.18
O 3.2556 -1.5176 -0.5866 0.33 -0.18 -0.20
O -2.7085 -0.5868 -0.5405 -0.43 0.02 0.04
O 1.1450 -2.2355 -0.8128 0.62 -0.28 -0.15
O -3.1707 1.4529 0.0084 -0.12 0.11 0.03
P -0.4651 -1.9209 -0.7400 0.73 0.12 0.81
H 1.2516 3.0395 1.0621 0.00 -0.07 -0.04
H 2.9168 1.4268 0.3760 0.05 0.04 0.05
H -1.1307 2.7053 0.8081 -0.01 0.02 -0.01
H -2.1289 -3.2905 -0.8642 -0.23 -0.07 -0.02
```
Positions in Å, forces in eV/Å.

For the total energy, the calculation gives -1037.29681 hartree. The orbital gap (alpha / beta) is 6.300 / 6.116 eV.